No. 1
Entry from OMol25: 3 unconnected molecules or ions with the total composition C15H33NO5 in a non-equilibrium geometry (the ωB97M-V functional and the def2-TZVPD basis).

Geometry as XYZ:
```
54
Properties=species:S:1:pos:R:3
N -3.82951 2.50563 -0.40790
C -2.63060 1.67526 -0.61589
C -2.93561 0.14106 -0.47334
O -4.30234 -0.09193 -0.72201
C -2.47567 -0.47354 0.85495
C -2.52335 0.45609 2.05475
C -1.19845 1.06163 2.57737
C -1.65291 1.46566 4.00427
O -2.77472 0.59356 4.31965
C -2.84937 -0.31857 3.32655
O -3.05592 -1.43439 3.46380
H -3.82313 2.90676 0.51926
H -3.87673 3.23331 -1.10193
H -2.35831 1.83104 -1.64852
H -1.81351 1.99237 0.02189
H -2.41527 -0.38335 -1.26518
H -4.71330 -0.46754 0.06322
H -1.49095 -0.90837 0.73662
H -3.15869 -1.28487 1.07416
H -3.15653 1.33056 1.96195
H -0.48330 0.28138 2.79940
H -0.82725 1.92947 2.06182
H -0.94383 1.27598 4.79450
H -2.09498 2.45566 4.03440
C -0.40286 -2.66892 -4.53336
C -0.47497 -1.34796 -3.78602
O 0.52855 -1.18664 -2.80334
C 1.86757 -1.22132 -3.25781
C 2.20268 -0.14666 -4.27837
H -0.45980 -3.50480 -3.83433
H -1.22761 -2.74736 -5.24212
H 0.52818 -2.77307 -5.09258
H -1.42482 -1.29231 -3.25293
H -0.46273 -0.50485 -4.48659
H 2.11592 -2.21539 -3.64645
H 2.48254 -1.07255 -2.36893
H 1.61959 -0.25455 -5.19372
H 3.25825 -0.19965 -4.54734
H 1.99553 0.84395 -3.87018
C 4.04186 -1.24513 0.73889
C 2.63403 -0.83140 1.13436
O 2.46054 -0.63968 2.52492
C 3.26962 0.36071 3.11662
C 3.05205 1.74413 2.52630
H 4.32776 -2.16274 1.25534
H 4.09727 -1.41627 -0.33678
H 4.78025 -0.48323 0.99329
H 1.93861 -1.62259 0.85169
H 2.32343 0.06492 0.58439
H 4.32668 0.07754 3.06458
H 3.00450 0.37424 4.17425
H 3.31019 1.78138 1.46732
H 3.66693 2.48106 3.04413
H 2.00449 2.03628 2.62099
```

Output
**Molar mass**: 307.4 g/mol
**E**: -27815.840 eV
**Energy relative to the best compared isomer or geometry (same formula, charge and spin)**: 0.0 kcal/mol
**Frontier orbital gap**: 9.81 eV
**Highest occupied orbital energy**: -9.22 eV

No. 2
Entry from OMol25: a molecular structure, C31H49BrCeO2P2 in a non-equilibrium geometry (the ωB97M-V functional and the def2-TZVPD basis).

Geometry as XYZ:
```
86
Properties=species:S:1:pos:R:3
Ce -0.20537 -0.17950 -0.92974
C -2.48213 1.82763 0.06939
C -2.95125 0.93285 -0.93288
C -2.57644 -0.26198 1.01872
C -2.36848 1.10870 1.28687
C -2.94371 -0.38704 -0.36236
C -2.23986 3.28565 -0.09062
H -1.97739 3.54591 -1.12357
H -1.40321 3.62375 0.53830
H -3.12131 3.88550 0.18437
C -2.20704 1.70353 2.63501
H -1.99151 2.77696 2.58124
H -1.38148 1.22380 3.17673
H -3.11818 1.56227 3.23947
C -2.52516 -1.36934 2.00908
H -3.51398 -1.54191 2.46102
H -1.81627 -1.13375 2.81226
H -2.20651 -2.31174 1.54289
C -3.28747 -1.67464 -1.02148
H -4.33265 -1.67534 -1.36600
H -3.14819 -2.52039 -0.33518
H -2.65304 -1.88831 -1.89543
C -3.56466 1.39459 -2.21226
H -4.50742 1.94128 -2.01939
H -3.79893 0.55580 -2.87768
H -2.90768 2.09862 -2.74521
C 1.63848 0.68524 -2.20172
C 0.55717 1.55564 -2.41265
C -0.13622 1.77143 -3.74774
C -1.07944 0.65100 -4.23861
C -1.15712 -0.59529 -3.40169
C -0.05574 -1.42085 -3.14390
C 1.27055 -1.22147 -3.89259
C 2.23895 -0.21320 -3.25638
H 0.61329 1.96186 -4.53177
H -0.80285 0.39750 -5.27142
H -0.73015 2.69705 -3.66053
H 2.67906 0.39173 -4.06583
H 2.31577 0.74069 -1.31612
H 0.24003 2.33315 -1.66682
H 3.07993 -0.74557 -2.78521
H 1.76960 -2.19541 -4.00987
H -0.26392 -2.47360 -2.88666
H 1.06272 -0.89648 -4.92250
H -2.09917 1.03811 -4.34412
H -2.14397 -1.07179 -3.46342
P 1.98783 2.70144 0.19664
C 1.73621 3.53996 1.78054
H 2.50431 4.31817 1.88371
H 1.82391 2.81457 2.60531
H 0.72928 3.98262 1.80691
C 3.63488 1.94342 0.45067
H 4.28466 2.73828 0.83635
H 4.02845 1.56049 -0.50004
H 3.54152 1.12035 1.17998
C 2.39504 4.11370 -0.89378
H 2.73838 3.75071 -1.87537
H 3.19159 4.67774 -0.39054
H 1.49712 4.73982 -1.01983
P 0.95935 -2.94600 -0.61638
C -0.09722 -4.37984 -1.08038
H 0.53561 -5.21466 -1.41220
H -0.79828 -4.10895 -1.88328
H -0.68585 -4.67929 -0.19923
C 2.55706 -3.18523 -1.48759
H 2.47987 -2.96423 -2.55482
H 2.87188 -4.22472 -1.34859
H 3.29857 -2.50063 -1.05185
C 1.50356 -3.52203 1.02706
H 2.05298 -4.47373 0.93556
H 0.59890 -3.67934 1.63612
H 2.15670 -2.75672 1.48170
Br 0.63940 2.09521 4.64590
C 0.43295 0.19904 4.81096
C 0.09018 -0.29470 6.08002
C 0.14230 -1.66603 6.35639
C 0.44639 -2.54079 5.31473
C 0.70402 -2.06406 4.02726
C 0.71102 -0.69151 3.74552
C 1.29223 -0.22637 2.40598
O 2.50993 -0.00456 2.40321
O 0.51686 -0.12448 1.35348
H -0.19900 0.40753 6.85114
H -0.05445 -2.02412 7.36770
H 0.50663 -3.60904 5.48704
H 0.96761 -2.73471 3.22003
```

Output
**Molar mass**: 735.7 g/mol
**E**: -138578.166 eV
**Energy relative to the best compared isomer or geometry (same formula, charge and spin)**: 94.1 kcal/mol
**<S²>**: 0.772
**Frontier orbital gap (spin up / spin down)**: 5.06 / 5.28 eV
**Charge**: +1
**Highest occupied orbital energy (spin up / spin down)**: -9.63 / -9.78 eV
**2S+1**: 2

No. 3
Entry from OMol25: a molecular structure, C13H28BF2N5O18Tl in a non-equilibrium geometry (the ωB97M-V functional and the def2-TZVPD basis).

Geometry as XYZ:
```
68
Properties=species:S:1:pos:R:3
Tl 7.04300 11.37946 -4.26328
B 8.98097 13.40357 -4.77202
H 9.78965 14.29117 -4.81128
H 8.12426 13.54895 -3.95709
H 8.50985 13.35493 -5.87443
H 9.55485 12.39075 -4.42078
C 3.45486 13.59311 -2.60124
C 4.64871 13.02747 -3.38035
O 5.68584 13.68588 -3.53478
O 4.49270 11.87724 -3.87864
H 3.67090 13.51030 -1.53325
H 2.51236 13.14046 -2.87725
H 3.48865 14.66634 -2.79506
C 8.07204 16.39302 -3.76744
C 8.46247 17.52325 -2.84066
O 9.78617 17.73233 -3.35182
C 9.56200 17.79496 -4.70452
O 10.09128 18.51482 -5.46352
O 8.51794 16.94822 -4.99209
F 8.59479 17.17467 -1.54270
H 7.01691 16.12647 -3.70931
H 8.65286 15.47824 -3.55064
H 7.79713 18.38856 -2.88118
C 1.28653 12.75661 -5.84797
C 0.16610 12.77946 -4.81788
O -1.01619 12.61151 -5.54491
C -0.70658 12.20964 -6.81589
O -1.48662 11.94982 -7.65728
O 0.62725 12.36033 -7.04124
F 0.02330 13.99797 -4.19943
H 2.07220 12.08323 -5.50353
H 1.73268 13.72603 -6.06978
H 0.31673 12.02473 -4.05094
C 2.54290 9.51066 -3.38673
N 1.07035 9.68127 -3.40203
O 0.51840 9.76078 -4.48299
O 0.48352 9.70369 -2.34124
H 2.91932 9.86990 -4.33652
H 2.86634 8.48630 -3.22333
H 2.86087 10.11269 -2.53997
C 0.52978 11.96877 0.48894
N 1.53757 12.63309 1.37596
O 2.57571 13.00936 0.84716
O 1.22574 12.87316 2.51357
H 0.34244 10.96428 0.86067
H 0.95882 11.95361 -0.50332
H -0.39395 12.53152 0.57886
C 6.20915 15.43341 -6.95371
N 5.45117 14.16235 -6.65010
O 4.25314 14.21954 -6.71707
O 6.10606 13.19581 -6.28717
H 5.76180 15.85984 -7.84294
H 7.25880 15.17495 -6.99991
H 6.00112 16.03840 -6.07374
C 2.06932 16.30538 -0.17068
N 1.47175 16.22942 -1.51892
O 1.76518 17.06839 -2.33559
O 0.80878 15.23028 -1.73340
H 2.99638 15.74233 -0.08481
H 1.39356 15.86139 0.55438
H 2.25885 17.33535 0.11713
C 6.82073 14.33654 -0.24404
N 7.94485 13.67338 -0.96765
O 9.02308 14.19615 -0.89309
O 7.70506 12.63937 -1.57812
H 7.24970 14.87132 0.60032
H 6.17576 13.60644 0.23783
H 6.35960 15.02244 -0.94646
```

Output
**Molar mass**: 795.6 g/mol
**E**: -69017.311 eV
**Frontier orbital gap**: 3.06 eV
**Charge**: +1
**Highest occupied orbital energy**: -13.08 eV

- Which value of molar mass does entry 1 give?
  307.4 g/mol

- Number 3 is which compound?
  C13H28BF2N5O18Tl

- Which of these has the lowest E?
  C31H49BrCeO2P2

- The highest molar mass belongs to which entry?
  C13H28BF2N5O18Tl